Here is a structure of composition C41H49BO2P2Tc from the OMol25 dataset. Energies are from ωB97M-V with the def2-TZVPD basis set.

Geometry (Å):
1 Tc 0.4786 1.3748 -1.6031
2 C 1.4777 1.1865 -3.3178
3 C 2.3908 1.2798 -2.2274
4 C 3.0345 2.5241 -1.7299
5 C 2.0622 3.6949 -1.4870
6 C 0.6373 3.3000 -1.1955
7 C -0.3665 3.0497 -2.2238
8 C -0.0547 3.2461 -3.6602
9 C 1.1186 2.3909 -4.1553
10 C -2.2083 0.2008 1.4872
11 H 1.6414 0.2764 -3.9108
12 H 3.0638 0.4077 -2.1781
13 H 3.8096 2.8469 -2.4358
14 H 3.5489 2.2816 -0.7892
15 H 2.4385 4.2014 -0.5874
16 H 2.1444 4.4097 -2.3153
17 H 0.2307 3.8346 -0.3367
18 H -1.3622 3.4049 -1.9396
19 H 0.1619 4.2989 -3.8981
20 H -0.9455 2.9909 -4.2461
21 H 0.8564 2.0188 -5.1498
22 H 2.0009 3.0256 -4.2993
23 H -2.1284 -0.0613 0.4165
24 H -3.2690 0.2981 1.7822
25 H -1.6550 -0.4651 2.1658
26 P 1.2755 -1.1469 -0.0711
27 P -1.3655 1.7789 1.6032
28 C 1.0872 0.7517 0.2690
29 C 0.3322 1.5470 1.2165
30 C 2.8096 -1.7218 0.6864
31 C 4.0735 -1.3020 0.2090
32 C 5.2129 -2.0217 0.5791
33 C 5.1025 -3.1081 1.4496
34 C 3.8787 -3.4122 2.0409
35 C 2.7486 -2.6655 1.7291
36 C 1.2858 -1.6201 -1.8426
37 C 0.0920 -1.5439 -2.6137
38 C 0.0641 -2.0365 -3.9204
39 C 1.2429 -2.4629 -4.5304
40 C 2.4256 -2.5553 -3.7923
41 C 2.4102 -2.2433 -2.4245
42 C -1.4304 2.2376 3.3158
43 C -0.6834 1.4765 4.2325
44 C -0.7808 1.7740 5.5905
45 C -1.5859 2.8468 5.9989
46 C -2.3319 3.6004 5.0825
47 C -2.2713 3.2760 3.7237
48 C -2.2914 2.9114 0.5646
49 C -3.2090 2.4055 -0.3764
50 C -3.9858 3.2792 -1.1292
51 C -3.8349 4.6542 -0.9671
52 C -2.9025 5.1659 -0.0606
53 C -2.1283 4.2905 0.7003
54 H 2.1644 0.8487 0.5589
55 H 0.9623 2.1477 1.8930
56 H 4.1457 -0.4445 -0.4740
57 H 6.1756 -1.7353 0.1521
58 H 5.9826 -3.6983 1.6767
59 H 3.7937 -4.2338 2.7449
60 H 1.8069 -2.8171 2.2515
61 H -0.8393 -1.1277 -2.2096
62 H -0.8958 -2.0872 -4.4520
63 H 1.2413 -2.7373 -5.5876
64 H 3.3551 -2.8988 -4.2538
65 H 3.2695 -2.4877 -1.8014
66 H -0.0484 0.6705 3.8571
67 H -0.2261 1.1638 6.3119
68 H -1.6329 3.0988 7.0576
69 H -2.9713 4.4328 5.4021
70 H -2.8582 3.8247 2.9860
71 H -3.3272 1.3287 -0.5108
72 H -4.7013 2.8740 -1.8508
73 H -4.4508 5.3360 -1.5440
74 H -2.7739 6.2528 0.0763
75 H -1.3895 4.6837 1.4046
76 C -1.2952 -4.4277 2.6440
77 C -0.8313 -3.8515 1.3341
78 C 0.3135 -4.6732 0.6931
79 O -0.3189 -2.5562 1.7275
80 B -0.3533 -1.9365 0.4978
81 O -1.4004 -2.2820 -0.3449
82 C -1.9299 -3.4714 0.2508
83 C -2.1298 -4.5068 -0.8299
84 C -3.2862 -3.1189 0.8246
85 H -1.7147 -5.4312 2.5639
86 H -2.0431 -3.7610 3.0840
87 H -0.4438 -4.4769 3.3290
88 H 1.2001 -4.6857 1.3375
89 H 0.0159 -5.7150 0.5207
90 H 0.6227 -4.2536 -0.2795
91 H -2.4201 -5.4590 -0.3764
92 H -2.9424 -4.2008 -1.5005
93 H -1.2343 -4.6625 -1.4364
94 H -3.2579 -2.2503 1.4930
95 H -3.9664 -2.8761 -0.0045
96 H -3.7137 -3.9704 1.3546

Its net charge is +2. As for the maximum force: 0.08597 hartree/bohr. As for the total energy: -68842.445 eV. Its multiplicity is 4. The value obtained for the lowest unoccupied orbital energy (alpha / beta) is -5.47 / -6.75 eV.

Results of the Mulliken charge analysis, in e, for atoms 1 through 6: number 1, Tc, carries -0.550; number 2, C, carries 0.357; number 3, C, carries 0.091; number 4, C, carries -1.350; number 5, C, carries -1.436; number 6, C, carries 0.941



Here is a structure of composition C41H49Cl3N2O2P2PdSi from the OMol25 dataset. Energies are from ωB97M-V with the def2-TZVPD basis set.

Geometry (Å):
1 Pd -0.3348 -0.1541 -2.4952
2 C -2.4840 2.6950 -2.0671
3 C -1.3280 2.9104 -3.0511
4 C -1.3489 4.3397 -3.5998
5 P 0.1983 2.2003 -2.2762
6 C 1.7563 2.5592 -3.2145
7 C 2.8579 1.6724 -2.6241
8 C 1.7189 2.4482 -4.7343
9 C 0.5198 3.2305 -0.7785
10 C 0.5557 4.5902 -1.0218
11 C 0.8079 5.5480 -0.0321
12 C 0.8317 7.0074 -0.3572
13 C 1.0491 5.0983 1.2735
14 C 1.0768 3.7632 1.5536
15 C 0.8402 2.7682 0.5452
16 N 0.9839 1.4746 0.8050
17 C 1.3363 1.0834 2.1384
18 C 0.3417 0.8636 3.0920
19 C -1.1230 1.0614 2.7911
20 C 0.7286 0.4110 4.3481
21 C 2.0597 0.1861 4.6769
22 C 2.4409 -0.2799 6.0545
23 C 3.0216 0.4059 3.6957
24 C 2.6827 0.8429 2.4218
25 C 3.7377 1.0597 1.3706
26 H -3.4307 2.9212 -2.5584
27 H -2.3853 3.3580 -1.2053
28 H -2.5363 1.6650 -1.7051
29 H -1.4616 2.2416 -3.8988
30 H -1.5262 5.0727 -2.8153
31 H -2.1814 4.4204 -4.3001
32 H -0.4428 4.6078 -4.1442
33 H 1.9718 3.5948 -2.9388
34 H 2.6129 0.6125 -2.7452
35 H 3.0179 1.8672 -1.5628
36 H 3.7964 1.8558 -3.1474
37 H 1.7696 1.4095 -5.0536
38 H 2.5986 2.9565 -5.1306
39 H 0.8364 2.8992 -5.1830
40 H 0.4081 4.9566 -2.0245
41 H 0.6389 7.1937 -1.4116
42 H 1.8007 7.4393 -0.1011
43 H 0.0829 7.5412 0.2309
44 H 1.2423 5.8184 2.0586
45 H 1.3049 3.4279 2.5549
46 H -1.5531 1.8293 3.4360
47 H -1.6747 0.1380 2.9789
48 H -1.3019 1.3570 1.7582
49 H -0.0394 0.2329 5.0937
50 H 1.9099 -1.1950 6.3197
51 H 2.1804 0.4708 6.8016
52 H 3.5099 -0.4695 6.1288
53 H 4.0663 0.2308 3.9258
54 H 4.6898 0.6380 1.6856
55 H 3.8936 2.1241 1.1758
56 H 3.4507 0.5964 0.4245
57 O -0.0617 -0.7455 -0.0987
58 N -0.0525 -1.7266 0.8928
59 C 1.0800 -2.0257 1.6480
60 C 0.8744 -3.1829 2.4234
61 C 1.7143 -3.6852 3.4314
62 C 1.3454 -4.8255 4.1084
63 C 0.1506 -5.4962 3.8162
64 C -0.6895 -5.0289 2.8207
65 C -0.3352 -3.8741 2.1350
66 P -1.0378 -3.0841 0.7170
67 C -2.7428 -2.5974 0.7937
68 C -3.6582 -3.4325 1.4337
69 C -4.9880 -3.0509 1.5189
70 C -5.3982 -1.8453 0.9700
71 C -4.4856 -1.0151 0.3302
72 C -3.1558 -1.3851 0.2351
73 C -0.5295 -3.9997 -0.7345
74 C 0.4472 -3.4920 -1.5887
75 C 0.9243 -4.2835 -2.6250
76 C 0.4397 -5.5712 -2.7987
77 C -0.5234 -6.0804 -1.9357
78 C -1.0040 -5.2999 -0.8992
79 H 0.4365 0.0843 0.2276
80 H 1.9213 -1.3534 1.6710
81 H 2.6379 -3.1725 3.6658
82 H 1.9913 -5.2157 4.8833
83 H -0.1152 -6.3869 4.3674
84 H -1.5976 -5.5702 2.5914
85 H -3.3446 -4.3715 1.8698
86 H -5.7003 -3.6916 2.0198
87 H -6.4355 -1.5480 1.0433
88 H -4.8146 -0.0771 -0.0970
89 H -2.4446 -0.7365 -0.2592
90 H 0.8636 -2.5042 -1.4313
91 H 1.6854 -3.8959 -3.2889
92 H 0.8224 -6.1879 -3.6004
93 H -0.8945 -7.0870 -2.0685
94 H -1.7581 -5.7026 -0.2319
95 O -0.4676 0.4963 -5.0083
96 H -1.3777 0.5615 -5.3311
97 H -0.0513 -0.1561 -5.5874
98 Cl -3.4562 -0.1711 -3.9963
99 Si -2.0459 -1.5906 -3.4595
100 Cl -3.1631 -3.0855 -2.6423
101 Cl -1.1804 -2.5076 -5.0930

As for the relative energy (zero: lowest compared OMol25 entry of this formula, charge and spin): 3.5 kcal/mol. Its net charge is +2. As for the maximum force: 0.01370 hartree/bohr. As for the total energy: -117878.025 eV. Its multiplicity is 5. The value obtained for the lowest unoccupied orbital energy (alpha / beta) is -4.56 / -7.97 eV.

Results of the Mulliken charge analysis, in e, for atoms 1 through 6: number 1, Pd, carries -0.651; number 2, C, carries -1.525; number 3, C, carries 1.463; number 4, C, carries -1.835; number 5, P, carries 1.020; number 6, C, carries 0.719



Here is a structure of composition C41H50BFN11O4SZr from the OMol25 dataset. Energies are from ωB97M-V with the def2-TZVPD basis set.

Geometry (Å):
1 Zr -1.2530 0.4059 1.6945
2 C 0.1535 -3.2449 1.1994
3 C -1.3169 -3.0218 1.3041
4 C -2.3667 -3.9318 1.1681
5 C -3.5240 -3.2236 1.4540
6 C -4.9257 -3.7300 1.5094
7 N -3.1770 -1.9469 1.7124
8 N -1.8163 -1.8273 1.6232
9 B -4.0392 -0.8769 2.4765
10 N -3.3750 -0.6084 3.8231
11 N -2.0856 -0.1403 3.9156
12 C -1.8300 -0.0401 5.2314
13 C -0.5878 0.4879 5.8648
14 C -2.9411 -0.4538 5.9654
15 C -3.8997 -0.8084 5.0423
16 C -5.2804 -1.3200 5.2754
17 N -4.1650 0.4800 1.7489
18 N -3.2472 1.4843 1.9460
19 C -3.7435 2.5878 1.3726
20 C -3.0216 3.8916 1.3728
21 C -4.9892 2.3003 0.8172
22 C -5.2171 0.9587 1.0674
23 C -6.3953 0.1257 0.6965
24 H 0.3841 -3.9748 0.4241
25 H 0.5370 -3.6338 2.1444
26 H 0.6695 -2.3099 0.9878
27 H -2.2961 -4.9799 0.9298
28 H -4.9699 -4.7252 1.0726
29 H -5.6129 -3.0796 0.9703
30 H -5.2739 -3.7971 2.5406
31 H -5.1229 -1.3466 2.6178
32 H 0.3049 0.2040 5.3217
33 H -0.5150 0.0923 6.8765
34 H -0.6314 1.5757 5.9444
35 H -3.0259 -0.4871 7.0382
36 H -5.4857 -1.3307 6.3432
37 H -5.3979 -2.3357 4.8963
38 H -6.0255 -0.6912 4.7885
39 H -2.2516 3.9243 2.1369
40 H -3.7275 4.7042 1.5388
41 H -2.5380 4.0655 0.4097
42 H -5.6534 2.9879 0.3215
43 H -7.1269 0.7372 0.1739
44 H -6.8716 -0.3062 1.5767
45 H -6.1020 -0.6949 0.0391
46 C 2.7370 3.5362 -4.2577
47 C 3.4129 3.2456 -2.9250
48 N 2.6213 2.3606 -2.0751
49 C 1.8566 2.9097 -1.0953
50 C 1.0453 2.1877 -0.2771
51 C 0.3234 2.9682 0.7726
52 O 0.4851 4.1581 0.9189
53 O -0.4827 2.2603 1.5376
54 C 0.9718 0.7643 -0.4413
55 O 0.2085 -0.0269 0.2982
56 C 1.7821 0.1766 -1.4423
57 C 1.7640 -1.2130 -1.6725
58 C 2.5640 -1.7716 -2.6459
59 F 2.5431 -3.1214 -2.7743
60 C 3.3791 -1.0176 -3.4693
61 C 3.3735 0.3837 -3.2693
62 C 2.6140 0.9778 -2.2806
63 N 4.2695 -1.5379 -4.4624
64 C 5.6652 -1.6778 -4.0520
65 C 6.5390 -1.4199 -5.2883
66 N 5.7071 -1.7230 -6.5071
67 C 4.9121 -2.9779 -6.3094
68 C 3.8484 -2.7047 -5.2307
69 H 3.3546 4.2049 -4.8570
70 H 1.7750 4.0230 -4.0934
71 H 2.5635 2.6231 -4.8280
72 H 3.5606 4.1714 -2.3718
73 H 4.4023 2.8065 -3.0628
74 H 1.9179 3.9817 -0.9682
75 H 1.1414 -1.8538 -1.0665
76 H 3.9804 0.9766 -3.9386
77 H 5.8682 -2.6695 -3.6283
78 H 5.8962 -0.9416 -3.2866
79 H 7.4230 -2.0532 -5.3238
80 H 6.8408 -0.3775 -5.3649
81 H 6.2931 -1.7806 -7.3388
82 H 5.0474 -0.9518 -6.6253
83 H 5.6213 -3.7447 -6.0043
84 H 4.4731 -3.2693 -7.2602
85 H 3.7384 -3.6107 -4.6311
86 H 2.8817 -2.4857 -5.6847
87 O -2.3132 0.4597 -0.2291
88 N -1.9377 -0.1446 -1.3504
89 C -1.3517 0.5921 -2.3075
90 C -0.9980 0.0102 -3.5042
91 C -1.2515 -1.3356 -3.7128
92 C -1.8658 -2.0677 -2.7081
93 C -2.2031 -1.4481 -1.5255
94 H -1.2072 1.6311 -2.0538
95 H -0.5274 0.6197 -4.2623
96 H -0.9878 -1.8070 -4.6492
97 H -2.0933 -3.1166 -2.8305
98 H -2.6957 -1.9358 -0.6984
99 S 1.2286 0.0281 3.0107
100 C 1.8677 1.4768 3.6331
101 N 3.2059 1.4948 3.8790
102 C 3.8880 2.5487 4.3860
103 C 3.2348 3.7025 4.6810
104 C 1.8479 3.7469 4.4562
105 C 1.1769 2.6615 3.9577
106 H 3.7059 0.6429 3.6594
107 H 4.9482 2.4033 4.5311
108 H 3.7736 4.5474 5.0807
109 H 1.2977 4.6509 4.6814
110 H 0.1148 2.7063 3.7847

As for the relative energy (zero: lowest compared OMol25 entry of this formula, charge and spin): 22.7 kcal/mol. Its net charge is +2. As for the maximum force: 0.01196 hartree/bohr. As for the total energy: -83413.611 eV. Its multiplicity is 2. The value obtained for the lowest unoccupied orbital energy (alpha / beta) is -4.30 / -4.30 eV.

Results of the Mulliken charge analysis, in e, for atoms 1 through 6: number 1, Zr, carries 0.488; number 2, C, carries -1.231; number 3, C, carries 0.401; number 4, C, carries -1.626; number 5, C, carries 0.878; number 6, C, carries -1.404



Here is a structure of composition C41H51CsFN3O8P3SSe2 from the OMol25 dataset. Energies are from ωB97M-V with the def2-TZVPD basis set.

Geometry (Å):
1 Cs 0.2883 0.1465 -0.8836
2 C -2.6149 5.6043 -1.9587
3 Se -1.4822 4.1379 -1.3787
4 C 0.0749 4.5870 -2.4584
5 C -0.1596 4.4060 -3.9495
6 Se -0.4214 2.5524 -4.4834
7 C 1.4688 2.1032 -4.6475
8 H -2.1567 6.5592 -1.7139
9 H -3.5531 5.4988 -1.4189
10 H -2.8133 5.5329 -3.0258
11 H 0.8601 3.9255 -2.0934
12 H 0.3659 5.6103 -2.2208
13 H 0.6788 4.7986 -4.5275
14 H -1.0558 4.9281 -4.2733
15 H 1.9481 2.7102 -5.4155
16 H 1.5045 1.0555 -4.9333
17 H 1.9908 2.2217 -3.6947
18 C -1.4664 4.4207 2.5132
19 C -1.6976 2.9648 2.1097
20 C -3.1180 2.7308 1.5911
21 C -1.3662 2.0455 3.2793
22 C -2.3628 2.1017 4.4560
23 O -3.1313 0.8698 4.3253
24 C -2.4338 0.1187 3.4283
25 N -1.4538 0.6552 2.8580
26 C -2.8686 -1.2789 3.1900
27 C -4.1336 -1.6608 3.6140
28 C -4.5898 -2.9523 3.3979
29 C -3.7587 -3.8697 2.7817
30 C -2.4814 -3.5006 2.3770
31 C -2.0077 -2.2030 2.5494
32 P -0.3208 -1.6827 1.9661
33 C 0.5360 -1.5329 3.5959
34 C 1.5079 -0.5404 3.7181
35 C 2.2056 -0.3697 4.9093
36 C 1.9333 -1.1902 5.9970
37 C 0.9642 -2.1826 5.8873
38 C 0.2707 -2.3520 4.6929
39 C 0.3693 -3.2969 1.3738
40 C 1.3977 -3.9697 1.9091
41 C 2.1291 -5.0271 1.1796
42 C 1.9082 -5.2383 -0.1152
43 C 0.8924 -4.4641 -0.8877
44 C -0.0465 -3.5582 -0.0758
45 H -1.6513 5.0760 1.6595
46 H -0.4321 4.5828 2.8416
47 H -2.1416 4.7217 3.3250
48 H -1.0087 2.7260 1.2762
49 H -3.8672 2.9707 2.3563
50 H -3.2648 1.6958 1.2679
51 H -3.3127 3.3683 0.7303
52 H -0.3453 2.2590 3.6042
53 H -3.0509 2.9423 4.4175
54 H -1.8654 2.0858 5.4236
55 H -4.7594 -0.9291 4.1095
56 H -5.5875 -3.2387 3.7097
57 H -4.0995 -4.8845 2.6158
58 H -1.8342 -4.2498 1.9354
59 H 1.7108 0.1133 2.8718
60 H 2.9577 0.4077 4.9877
61 H 2.4708 -1.0563 6.9286
62 H 0.7495 -2.8271 6.7324
63 H -0.4848 -3.1274 4.6145
64 H 1.7350 -3.7264 2.9110
65 H 2.8828 -5.5971 1.7138
66 H 2.4863 -5.9815 -0.6566
67 H 0.3519 -5.1080 -1.5746
68 H -1.0942 -3.8433 -0.1312
69 C 2.6269 -3.8314 -4.2868
70 C 2.8785 -3.1634 -2.9488
71 O 3.9537 -3.8344 -2.3149
72 P 1.3675 -2.8802 -1.8248
73 O 2.5707 -2.4104 -0.6486
74 O 0.2770 -3.1683 -3.0520
75 O 0.1089 -2.3132 -0.7918
76 P 3.0433 -1.3365 -3.0682
77 O 2.9677 -0.8597 -4.6118
78 O 4.1677 -0.6177 -2.4086
79 O 1.5954 -1.1074 -2.5089
80 H 2.1893 -4.8204 -4.1262
81 H 3.5853 -3.9491 -4.8026
82 H 1.9499 -3.2563 -4.9084
83 H 3.9824 -3.4711 -1.4157
84 H 2.2458 -2.5071 0.2547
85 H -0.3823 -2.4624 -3.1205
86 H 3.7754 -0.3538 -4.8093
87 S 2.2529 2.1744 0.9112
88 C 3.9138 2.0781 0.6780
89 N 4.4834 0.9618 0.1028
90 C 5.7897 0.8107 -0.1006
91 C 6.6535 1.7718 0.3217
92 C 6.0696 2.8828 0.9393
93 N 4.7894 3.0445 1.1222
94 H 3.8784 0.2425 -0.2955
95 H 6.0708 -0.0937 -0.6187
96 H 7.7190 1.6819 0.1772
97 H 6.6998 3.6886 1.3127
98 F -3.9869 2.5250 -5.7215
99 C -3.7827 1.6756 -4.6373
100 C -4.1257 2.0942 -3.3679
101 C -3.9387 1.2569 -2.2785
102 C -3.3897 -0.0691 -2.4007
103 C -3.2425 -0.9416 -1.3129
104 C -3.0351 -0.4277 -3.7546
105 C -3.2402 0.4239 -4.8350
106 H -4.5517 3.0876 -3.2392
107 H -4.2323 1.5993 -1.2877
108 H -2.8722 -1.9592 -1.4511
109 H -3.5604 -0.6560 -0.3082
110 H -2.6371 -1.4250 -3.9335
111 H -2.9740 0.1202 -5.8434

As for the relative energy (zero: lowest compared OMol25 entry of this formula, charge and spin): 62.5 kcal/mol. Its net charge is -1. As for the maximum force: 0.08691 hartree/bohr. As for the total energy: -236858.518 eV. The value obtained for the lowest unoccupied orbital energy is 1.77 eV.

Results of the Mulliken charge analysis, in e, for atoms 1 through 6: number 1, Cs, carries 1.505; number 2, C, carries -1.227; number 3, Se, carries 0.339; number 4, C, carries -0.682; number 5, C, carries -0.909; number 6, Se, carries 0.169